# 1
Computed, not measured: a structure of composition C24H49O19PS in a non-equilibrium geometry, with wB97M-V/def2-TZVPD.

Positions of all 94 atoms, in Å:
1 O -1.336 3.811 0.225
2 P -0.810 3.455 1.528
3 O -1.330 2.056 1.974
4 O -1.288 4.554 2.563
5 C 1.006 3.449 1.437
6 C 1.720 2.349 2.211
7 O 0.971 1.712 3.247
8 S 0.946 0.115 3.015
9 O 1.985 -0.570 3.656
10 O -0.362 -0.280 3.290
11 O 1.288 0.214 1.464
12 C 2.343 1.213 1.444
13 C 2.906 1.458 0.088
14 O 3.200 0.187 -0.460
15 O 3.323 0.372 -1.861
16 H -1.880 1.699 1.237
17 H -0.860 4.418 3.428
18 H 1.368 4.410 1.764
19 H 1.200 3.369 0.382
20 H 2.559 2.833 2.705
21 H 3.171 0.816 2.023
22 H 3.792 2.079 0.142
23 H 2.210 1.954 -0.581
24 H 2.407 0.411 -2.184
25 O -1.836 -7.423 3.143
26 C -1.337 -6.347 3.325
27 O -1.839 -5.541 4.275
28 C -1.206 -4.319 4.673
29 C -1.584 -3.202 3.726
30 C -0.227 -5.835 2.433
31 H -0.125 -4.441 4.755
32 H -1.573 -4.114 5.677
33 H -1.234 -3.411 2.715
34 H -1.166 -2.252 4.043
35 H -2.669 -3.104 3.679
36 H -0.669 -5.388 1.544
37 H 0.384 -6.683 2.135
38 H 0.432 -5.113 2.908
39 O 3.020 6.768 -2.801
40 C 1.889 6.511 -3.106
41 O 1.214 5.597 -2.385
42 C -0.194 5.354 -2.526
43 C -0.481 4.360 -3.631
44 C 1.237 7.125 -4.324
45 H -0.740 6.289 -2.658
46 H -0.510 4.938 -1.573
47 H -0.163 4.732 -4.606
48 H -1.548 4.142 -3.678
49 H 0.057 3.430 -3.449
50 H 1.517 6.544 -5.201
51 H 1.617 8.137 -4.437
52 H 0.154 7.187 -4.266
53 O -2.397 0.696 -0.257
54 C -3.605 0.676 -0.296
55 O -4.176 -0.282 -1.033
56 C -5.581 -0.566 -1.033
57 C -6.334 0.309 -2.014
58 C -4.465 1.727 0.365
59 H -5.987 -0.502 -0.023
60 H -5.657 -1.608 -1.336
61 H -6.262 1.364 -1.751
62 H -7.387 0.031 -2.038
63 H -5.918 0.194 -3.014
64 H -4.540 2.582 -0.304
65 H -3.993 2.050 1.288
66 H -5.462 1.379 0.622
67 O -5.322 -2.520 -2.583
68 C -4.651 -3.131 -1.799
69 O -4.803 -4.469 -1.718
70 C -3.928 -5.315 -0.964
71 C -4.348 -5.389 0.488
72 C -3.708 -2.427 -0.847
73 H -2.890 -5.000 -1.080
74 H -4.009 -6.297 -1.425
75 H -4.294 -4.411 0.967
76 H -3.713 -6.080 1.045
77 H -5.380 -5.728 0.564
78 H -4.273 -2.095 0.023
79 H -3.301 -1.555 -1.352
80 H -2.869 -3.035 -0.518
81 O 8.102 1.952 -0.451
82 C 7.895 0.773 -0.501
83 O 8.834 -0.032 -1.038
84 C 8.775 -1.458 -0.968
85 C 7.948 -2.047 -2.092
86 C 6.577 0.181 -0.055
87 H 8.428 -1.782 0.014
88 H 9.808 -1.789 -1.058
89 H 6.909 -1.720 -2.042
90 H 7.968 -3.136 -2.050
91 H 8.343 -1.725 -3.055
92 H 5.862 0.253 -0.874
93 H 6.212 0.766 0.786
94 H 6.639 -0.852 0.276

These are the Löwdin partial charges, in e, on atoms 1 to 6: -0.26 0.38 -0.12 -0.09 -0.10 -0.31

=====

# 2
Computed, not measured: the molecule C3H10NO2P in a non-equilibrium geometry, with wB97M-V/def2-TZVPD.

Positions of all 17 atoms, in Å:
1 C 0.703 1.975 1.329
2 C 1.345 -0.970 -1.724
3 C -1.586 -1.416 1.168
4 N -0.131 0.873 0.755
5 O 1.143 -1.183 2.047
6 O 0.424 -1.516 -0.889
7 P 0.158 -0.739 1.053
8 H 1.430 2.529 0.633
9 H -0.003 2.841 1.679
10 H 1.200 1.553 2.101
11 H 1.535 0.020 -1.497
12 H 1.041 -1.125 -2.870
13 H 2.345 -1.441 -1.687
14 H -2.406 -0.895 1.667
15 H -1.966 -1.307 0.133
16 H -1.372 -2.417 1.392
17 H -0.774 1.089 0.072

ΔE to the lowest compared entry with this formula, charge and spin: 362.2 kJ/mol
SMILES: CN[P@](C)(=O)OC

These are the natural (NBO) partial charges, in e, on atoms 1 to 6: -0.39 -0.23 -0.99 -0.98 -1.03 -0.80

=====

# 3
Computed, not measured: a cluster of 2 separate species, C2ClO3 in total in a non-equilibrium geometry, with wB97M-V/def2-TZVPD.

Positions of all 6 atoms, in Å:
1 C 0.725 -1.184 -0.331
2 C -0.248 1.014 0.046
3 O 0.025 -1.535 -1.183
4 O 1.580 -1.120 0.447
5 O -0.223 2.133 -0.310
6 Cl -1.859 0.693 1.330

charge: -1

Let us look at the natural (NBO) charges, expressed in e, one per atom: 1.04 0.31 -0.56 -0.56 -0.63 -0.60

=====

# 4
Computed, not measured: the ion C4H8IN2 with charge +1 in a non-equilibrium geometry, with wB97M-V/def2-TZVPD.

Positions of all 15 atoms, in Å:
1 C -0.658 -0.027 -1.747
2 C -0.452 -0.214 0.699
3 C 0.129 -0.396 -2.887
4 C 0.293 0.178 2.911
5 N -0.262 -0.275 -0.551
6 N 0.362 0.422 1.514
7 I 1.396 2.094 0.774
8 H -1.524 0.539 -1.965
9 H -1.108 -1.005 0.983
10 H -0.201 0.047 -3.927
11 H 1.267 -0.213 -2.686
12 H -0.032 -1.444 -3.026
13 H 1.415 0.009 3.205
14 H -0.475 -0.725 3.079
15 H -0.149 1.009 3.624

ΔE to the lowest compared entry with this formula, charge and spin: 269.9 kJ/mol
SMILES: C/C=N/C=[N+](/C)I
charge: +1

These are the natural (NBO) partial charges, in e, on atoms 1 to 6: 0.28 0.35 -0.72 -0.45 -0.40 -0.48

=====

# 5
Computed, not measured: a structure of composition C20H37ClF5N2O12S2Y in a non-equilibrium geometry, with wB97M-V/def2-TZVPD.

Positions of all 80 atoms, in Å:
1 Y 31.091 -5.163 -9.482
2 C 28.822 -7.361 -11.605
3 O 29.863 -7.645 -12.585
4 O 29.550 -6.518 -10.722
5 C 27.452 -6.847 -12.253
6 F 26.959 -7.774 -13.099
7 F 26.571 -6.628 -11.314
8 F 27.531 -5.684 -12.959
9 C 29.880 -8.968 -13.124
10 C 30.917 -8.886 -14.236
11 H 30.797 -8.008 -14.871
12 H 31.847 -8.850 -13.669
13 H 30.938 -9.744 -14.909
14 H 29.005 -9.362 -13.640
15 H 30.264 -9.706 -12.420
16 H 28.600 -8.311 -11.119
17 Cl 30.274 -5.539 -6.987
18 N 31.719 -3.081 -9.662
19 S 31.448 -1.950 -10.729
20 O 32.496 -1.487 -11.652
21 O 30.345 -1.060 -10.456
22 F 30.684 -2.956 -11.768
23 S 32.339 -1.795 -8.605
24 O 31.363 -1.000 -7.934
25 O 33.578 -1.068 -9.050
26 F 32.834 -2.808 -7.445
27 O 32.484 -5.440 -11.384
28 C 32.907 -5.292 -12.545
29 O 34.162 -5.050 -12.953
30 C 35.294 -4.957 -12.088
31 C 35.292 -3.574 -11.372
32 C 32.108 -5.525 -13.761
33 H 36.136 -5.025 -12.778
34 H 35.482 -5.775 -11.393
35 H 35.696 -2.822 -12.050
36 H 36.059 -3.615 -10.599
37 H 34.333 -3.224 -10.993
38 H 32.321 -6.546 -14.076
39 H 32.402 -4.897 -14.602
40 H 31.043 -5.387 -13.571
41 O 29.004 -3.935 -9.566
42 C 28.036 -3.165 -9.640
43 O 27.343 -2.591 -8.677
44 C 27.836 -2.733 -7.365
45 C 27.105 -1.818 -6.407
46 C 27.492 -2.836 -11.015
47 H 28.900 -2.552 -7.212
48 H 27.678 -3.766 -7.054
49 H 26.047 -2.079 -6.421
50 H 27.222 -0.785 -6.734
51 H 27.549 -1.994 -5.427
52 H 27.335 -3.672 -11.697
53 H 28.287 -2.281 -11.513
54 H 26.522 -2.339 -11.026
55 O 32.090 -7.455 -9.068
56 C 32.219 -8.646 -9.287
57 O 32.089 -9.641 -8.429
58 C 31.733 -9.369 -7.097
59 C 31.288 -10.690 -6.385
60 C 32.734 -9.139 -10.643
61 H 30.884 -8.686 -7.069
62 H 32.509 -8.764 -6.626
63 H 32.130 -11.315 -6.088
64 H 30.732 -11.339 -7.061
65 H 30.611 -10.496 -5.553
66 H 32.190 -10.046 -10.908
67 H 33.790 -9.383 -10.522
68 H 32.740 -8.392 -11.436
69 C 37.763 -3.976 -6.356
70 C 36.643 -3.949 -7.348
71 C 35.458 -4.808 -7.004
72 C 34.445 -5.135 -7.998
73 N 33.560 -5.321 -8.770
74 H 38.201 -4.973 -6.318
75 H 37.346 -3.893 -5.352
76 H 38.545 -3.239 -6.539
77 H 37.027 -4.065 -8.361
78 H 36.219 -2.956 -7.489
79 H 34.905 -4.444 -6.138
80 H 35.890 -5.745 -6.651

ΔE to the lowest compared entry with this formula, charge and spin: 401.2 kJ/mol

These are the Löwdin partial charges, in e, on atoms 1 to 6: 1.29 -0.32 -0.12 -0.31 -0.55 0.13

=====

# 6
Computed, not measured: a cluster of 2 separate species, C6H15N5O6P2S in total in a non-equilibrium geometry, with wB97M-V/def2-TZVPD.

Positions of all 35 atoms, in Å:
1 C 2.142 -3.331 0.019
2 C 1.989 -1.809 0.107
3 S 1.243 -1.403 1.697
4 C 1.660 0.332 1.989
5 N 1.104 1.169 0.961
6 C 1.949 1.953 0.060
7 N 1.721 1.485 -1.277
8 C -0.211 1.170 0.733
9 N -0.781 1.878 -0.207
10 C -2.085 1.620 -0.264
11 N -2.315 0.705 0.750
12 P -3.914 0.092 1.002
13 O -3.923 -0.434 2.575
14 O -4.987 1.371 0.829
15 N -1.152 0.450 1.373
16 H 3.146 -3.669 0.264
17 H 1.798 -3.680 -0.947
18 H 1.478 -3.791 0.752
19 H 2.964 -1.332 -0.003
20 H 1.366 -1.442 -0.736
21 H 1.255 0.608 2.968
22 H 2.726 0.528 2.017
23 H 2.982 1.717 0.314
24 H 1.798 3.026 0.191
25 H 2.569 1.160 -1.711
26 H 1.307 2.163 -1.896
27 H -2.817 2.006 -0.936
28 H -4.274 -1.326 2.516
29 H -4.995 1.534 -0.123
30 H -1.051 -0.180 2.143
31 O -0.584 -1.437 -4.285
32 P -0.521 -0.523 -3.044
33 O 0.383 0.712 -3.318
34 O 0.019 -1.312 -1.791
35 O -1.988 -0.013 -2.723

charge: -2

These are the natural (NBO) partial charges, in e, on atoms 1 to 6: -0.61 -0.59 0.12 -0.35 -0.44 -0.05

=====

Number 1: Kohn-Sham gap 10.2 eV. Number 2: Kohn-Sham gap 9.9 eV. Number 3: Kohn-Sham gap 7.4 eV. Number 4: Kohn-Sham gap 8.8 eV. Number 5: Kohn-Sham gap 8.0 eV. Number 6: Kohn-Sham gap 2.3 eV.